This record from the OMol25 dataset describes a single C6H13N3 molecule at a distorted geometry. The level of theory is ωB97M-V with the def2-TZVPD basis set.

Output
Calculated total energy   -10897.20632 eV
ΔE to the lowest compared entry with this formula, charge and spin   143.1 kcal per mole
Orbital gap (spin up / spin down)   8.78 / 8.18 eV
E_LUMO (spin up / spin down)   0.63 / 0.42 eV
Largest force on an atom   3.3 eV/A

ORCA input file:
```
! RIJCOSX wB97M-V def2-TZVPD def2/J DEFGRID3
* xyz 0 1
C 0.301 -0.877 1.104
C -0.319 -1.109 -0.258
C 0.935 -0.286 -0.171
C 2.204 -0.865 -0.831
C -2.560 -0.204 0.299
C 0.658 1.928 0.696
N -1.130 0.762 -1.350
N -1.494 -0.360 -0.700
N 0.825 1.056 -0.467
H -0.398 -0.140 1.753
H 0.670 -1.754 1.620
H -0.157 -2.113 -0.683
H 3.087 -0.481 -0.106
H 2.401 -0.223 -1.749
H 2.066 -1.938 -1.114
H -2.389 0.477 1.149
H -3.238 0.278 -0.457
H -2.822 -1.294 0.529
H 0.431 2.947 0.298
H -0.127 1.614 1.401
H 1.626 1.989 1.251
H -0.569 0.595 -2.216
*
```